Molecular formula: C35H51MnN2PS2Sb2
Method: DFT, ωB97M-V/def2-TZVPD

The geometry in XYZ format:
```
94
Properties=species:S:1:pos:R:3
Mn 0.0640 -0.3041 -0.2645
C 1.4430 0.3089 4.6409
Sb -0.1693 -0.2303 3.3017
C -0.7532 -2.0187 4.3630
C -1.7098 1.0125 4.3309
C -1.3236 2.4238 4.3011
C -0.7167 2.9711 5.4367
C -0.3317 4.2924 5.4842
C -0.5396 5.1068 4.3755
C -1.1373 4.5859 3.2446
C -1.5331 3.2510 3.1726
C -2.2238 2.7799 1.9551
Sb -0.9583 2.1840 0.2443
C -2.5074 2.6408 -1.1896
C 0.1931 4.0008 0.0851
H 1.0821 0.2544 5.6636
H 1.7958 1.3166 4.4381
H 2.2617 -0.3932 4.5137
H -0.6642 -1.8491 5.4311
H -0.1108 -2.8443 4.0802
H -1.7827 -2.2672 4.1250
H -1.7236 0.6190 5.3429
H -2.6529 0.7947 3.8393
H -0.5814 2.3428 6.3045
H 0.1155 4.6933 6.3790
H -0.2515 6.1448 4.4057
H -1.3289 5.2308 2.4000
H -2.8137 3.5885 1.5294
H -2.8751 1.9313 2.1518
H -2.7083 3.7084 -1.1927
H -3.4200 2.1103 -0.9238
H -2.2027 2.3323 -2.1865
H -0.4744 4.8223 -0.1589
H 0.9508 3.9181 -0.6916
H 0.6750 4.2052 1.0391
C 0.6232 2.0566 -3.4976
C 0.2048 0.6835 -4.0169
C 0.7838 0.4636 -5.4112
P 0.5819 -0.6257 -2.7299
C 2.3409 -1.2440 -2.9950
C 3.2809 -0.0477 -2.8172
C 2.7163 -2.0516 -4.2354
C -0.6206 -2.0134 -3.1318
C -2.0186 -1.5039 -2.7586
C -0.6714 -2.6117 -4.5330
H 0.1358 2.8415 -4.0687
H 1.6952 2.1952 -3.5965
H 0.3572 2.1741 -2.4429
H -0.8905 0.6616 -4.0868
H 1.8608 0.6018 -5.4122
H 0.3607 1.2042 -6.0882
H 0.5531 -0.5182 -5.8108
H 2.4891 -1.9094 -2.1337
H 3.3652 0.5201 -3.7382
H 4.2788 -0.3898 -2.5496
H 2.9214 0.6203 -2.0322
H 2.4566 -1.5535 -5.1611
H 2.2635 -3.0388 -4.2195
H 3.7965 -2.1891 -4.2275
H -0.3312 -2.7993 -2.4155
H -2.4470 -0.9231 -3.5721
H -1.9717 -0.8584 -1.8650
H -2.6869 -2.3390 -2.5616
H -1.0217 -1.8824 -5.2580
H -1.3850 -3.4350 -4.5274
H 0.2863 -3.0045 -4.8541
S 4.4083 0.9744 1.1679
C 2.7279 1.0435 0.8310
N 2.1415 -0.0763 0.5079
C 3.0496 -1.1112 0.5095
C 2.7654 -2.4360 0.1778
C 3.7880 -3.3575 0.1973
C 5.0837 -2.9757 0.5550
C 5.3859 -1.6705 0.8870
C 4.3600 -0.7361 0.8536
H 2.2053 1.9849 0.8829
H 1.7462 -2.6814 -0.1090
H 3.5972 -4.3846 -0.0715
H 5.8649 -3.7171 0.5702
H 6.3885 -1.3833 1.1612
S -2.1206 -4.5172 0.6190
C -0.8815 -3.3436 0.4842
N -1.2341 -2.0872 0.4298
C -2.6114 -1.9881 0.5307
C -3.3641 -0.8152 0.5549
C -4.7356 -0.8912 0.6467
C -5.3816 -2.1239 0.7379
C -4.6596 -3.2987 0.7467
C -3.2790 -3.2221 0.6396
H 0.1404 -3.6757 0.4722
H -2.8604 0.1406 0.4927
H -5.3228 0.0138 0.6515
H -6.4570 -2.1590 0.8014
H -5.1434 -4.2563 0.8491
```

Values from the calculation:
**Kohn-Sham gap (alpha / beta)**: 7.51 / 7.05 eV
**⟨S²⟩**: 8.758
**Total charge**: +2
**2S+1**: 6



Molecular formula: C9H19N2O4Tl
Method: DFT, ωB97M-V/def2-TZVPD

The geometry in XYZ format:
```
35
Properties=species:S:1:pos:R:3
Tl -5.3432 -3.6721 -1.5660
N -8.2299 -0.8171 4.2272
O -7.8266 -0.7204 5.3783
O -7.5271 -1.3577 3.3480
O -9.3447 -0.3779 3.9284
C -0.5222 -0.0427 1.6468
C 0.5875 0.3581 0.6338
C 1.7931 -0.5016 1.0265
C 3.0848 -0.4135 0.1649
C 2.6833 -0.7558 -1.2793
C 1.4458 0.0268 -1.8113
N 0.3311 0.0444 -0.7706
O -0.9197 0.3612 -1.2234
C 1.9138 1.4220 -2.2519
C 0.9767 -0.7004 -3.0892
C 0.9860 1.8619 0.8340
H -1.4966 0.3716 1.3880
H -0.6271 -1.0554 2.0360
H -0.3718 0.4337 2.6156
H 2.0746 -0.4796 2.0793
H 1.4407 -1.5326 1.0539
H 3.5748 0.5562 0.2517
H 3.9209 -0.9958 0.5521
H 2.6033 -1.8425 -1.3081
H 3.5068 -0.7276 -1.9927
H 2.7403 1.7156 -1.6047
H 1.1498 2.1866 -2.1114
H 2.3713 1.4413 -3.2411
H 1.7704 -0.9132 -3.8053
H 0.2783 -0.0709 -3.6406
H 0.5007 -1.6696 -2.9404
H 0.2207 2.5201 0.4227
H 1.0281 2.0605 1.9049
H 2.0083 1.9811 0.4752
H -0.7820 1.3051 -1.3316
```

Values from the calculation:
**Kohn-Sham gap**: 1.43 eV
**Total charge**: +2
**Relative energy (zero: lowest compared OMol25 entry of this formula, charge and spin)**: 27.4 kcal per mole



Molecular formula: C3H11N2S2
Method: DFT, ωB97M-V/def2-TZVPD

The geometry in XYZ format:
```
18
Properties=species:S:1:pos:R:3
C -2.7474 0.4913 0.0801
C -2.5267 0.3840 -1.2300
N -1.2612 -0.1675 -1.7416
N -3.8241 1.0892 0.6320
H -2.0290 0.1291 0.8015
H -3.2006 0.7527 -1.9859
H -0.7126 0.5286 -2.2524
H -0.6337 -0.4795 -0.9899
H -1.4362 -0.9695 -2.3513
H -4.6036 1.3360 0.0418
H -4.0747 0.8525 1.5772
C 1.1983 -0.7999 2.0008
S 2.4616 0.0691 1.0437
S 1.9524 -0.4139 -0.8944
H 0.2144 -0.3776 1.8284
H 1.4562 -0.6691 3.0499
H 1.2130 -1.8584 1.7778
H 2.4544 -1.6578 -0.9432
```

Values from the calculation:
**Kohn-Sham gap**: 9.20 eV
**Total charge**: +1
**Relative energy (zero: lowest compared OMol25 entry of this formula, charge and spin)**: 27.0 kcal per mole



Molecular formula: C49H54N4O2PPdS2Si2
Method: DFT, ωB97M-V/def2-TZVPD

The geometry in XYZ format:
```
115
Properties=species:S:1:pos:R:3
Pd 0.5829 0.7740 1.6139
O 0.1434 1.6361 4.7125
C 1.1754 1.6664 4.0528
O 1.2363 2.2403 2.8861
C 2.4073 0.9263 4.4648
C 2.6178 0.7672 5.8172
C 3.7977 0.2020 6.2929
C 4.7368 -0.2543 5.3826
C 4.5275 -0.1372 3.9996
C 3.3846 0.4386 3.5637
P 3.0299 0.5292 1.7559
C 3.8201 2.0912 1.2614
C 3.1874 3.1030 0.5355
C 3.7212 4.3740 0.4871
C 4.9917 4.6084 0.9973
C 5.6604 3.5658 1.6914
C 5.0085 2.3652 1.8926
C 4.0796 -0.7633 0.9424
C 4.0377 -2.1187 1.3013
C 4.7182 -3.0699 0.5812
C 5.4450 -2.7242 -0.5765
C 5.5335 -1.3806 -0.9034
C 4.8490 -0.4093 -0.1487
H 1.8133 1.0012 6.5387
H 3.9768 0.1717 7.3777
H 5.7261 -0.6080 5.6842
H 5.1699 -0.6463 3.3123
H 2.3169 2.8693 -0.0029
H 3.2072 5.2042 -0.0012
H 5.3845 5.6188 0.8869
H 6.6191 3.8390 2.1426
H 5.4076 1.7006 2.6582
H 3.4734 -2.4788 2.1531
H 4.6600 -4.1161 0.9079
H 5.9442 -3.4607 -1.1572
H 6.1646 -1.0156 -1.7655
H 4.9669 0.6374 -0.3670
C -3.1861 3.1847 0.7468
Si -1.5120 3.8428 0.2164
C -2.0313 4.8886 -1.2142
C -0.5343 4.8706 1.4089
N -0.4549 2.4063 -0.2965
C 0.2849 2.2630 -1.3571
C 0.9369 3.3468 -2.0021
C 1.9964 3.0804 -2.8697
C 2.4122 1.8166 -3.1062
C 1.7651 0.7136 -2.5142
C 0.7176 0.9875 -1.7245
N 0.4953 -1.7431 -1.4261
Si 0.2937 -3.3567 -0.9059
C 0.6479 -3.6024 0.9102
C -1.4472 -4.0740 -1.1472
C 1.5672 -4.1640 -2.1046
H -3.7620 4.0202 0.9918
H -3.1262 2.5533 1.6615
H -3.6575 2.7842 -0.1321
H -2.8631 5.5262 -0.8715
H -2.4415 4.2761 -1.9873
H -1.2218 5.5414 -1.6023
H -1.1617 5.6969 1.8285
H 0.1933 5.3167 0.7604
H -0.0724 4.3760 2.2511
H 0.6316 4.3703 -1.7718
H 2.5128 3.9660 -3.1521
H 3.2750 1.5968 -3.7391
H 2.1962 -0.2881 -2.4943
H 0.8097 -4.6561 1.1447
H -0.1127 -3.2078 1.5470
H 1.5808 -3.0855 1.1136
H -2.1552 -3.4963 -0.5223
H -1.4814 -5.1646 -0.9460
H -1.9202 -3.9180 -2.1611
H 2.5964 -3.8545 -1.7681
H 1.4899 -3.7880 -3.1171
H 1.5650 -5.2644 -2.1406
S 0.1356 -0.4319 -0.6630
C -1.6316 -0.1440 -0.7220
N -2.2164 -0.2396 -1.9949
C -3.6368 -0.7462 -1.9757
C -4.3886 -0.0960 -0.8197
N -3.6991 -0.2819 0.4751
C -4.5445 -0.2530 1.6849
C -4.9738 -1.6407 2.0882
C -4.3459 -2.1840 3.1765
C -4.7443 -3.4167 3.6651
C -5.8181 -4.0422 2.9946
C -6.5268 -3.4366 1.9504
C -6.0787 -2.2147 1.5071
C -2.3719 -0.2194 0.4683
S -1.5277 -0.2757 2.0010
C -1.4859 -0.0919 -3.2553
C -2.0741 -0.8875 -4.4216
C -2.8039 -0.1876 -5.4030
C -3.1624 -0.9256 -6.5486
C -2.8339 -2.2298 -6.7501
C -2.1283 -2.9169 -5.7420
C -1.6878 -2.2225 -4.5995
H -3.6155 -1.8286 -1.8551
H -4.1169 -0.3906 -2.9083
H -5.3257 -0.6341 -0.7685
H -4.5906 0.9780 -0.9456
H -5.4273 0.3188 1.4335
H -4.0003 0.3615 2.4383
H -3.6092 -1.5483 3.6969
H -4.2205 -3.9580 4.4868
H -6.1405 -5.0315 3.3351
H -7.4361 -3.8824 1.5234
H -6.6589 -1.7082 0.7591
H -0.5214 -0.4790 -3.0553
H -1.4576 0.9094 -3.5706
H -3.0257 0.8704 -5.3299
H -3.7117 -0.4371 -7.3417
H -3.0802 -2.6842 -7.6739
H -1.8874 -3.9509 -5.9130
H -0.9784 -2.7298 -3.9060
```

Values from the calculation:
**Kohn-Sham gap (alpha / beta)**: 7.99 / 6.23 eV
**⟨S²⟩**: 6.059
**Total charge**: +1
**2S+1**: 5